(1)
# C46H40N11SSiTa

A molecular structure, C46H40N11SSiTa (wB97M-V/def2-TZVPD, the OMol25 dataset).

XYZ file:
```
100
Properties=species:S:1:pos:R:3:lowdin_charge:R:1
Ta 0.407 -0.128 -0.149 1.790
C -2.522 -2.928 1.886 -0.029
C -2.990 -3.798 0.902 -0.011
C -2.451 -3.719 -0.357 0.020
C -1.446 -2.785 -0.638 -0.340
N -1.012 -1.934 0.316 -0.008
C -1.548 -2.026 1.553 -0.172
N -0.899 -2.860 -1.891 0.189
C -0.163 -2.016 -2.481 -0.301
N 0.115 -0.679 -2.113 -0.074
C 0.828 -0.086 -3.193 -0.268
N 1.133 1.124 -3.372 0.194
C 0.691 2.170 -2.587 -0.317
C 0.932 3.441 -3.105 0.024
C 0.463 4.554 -2.448 -0.018
C -0.267 4.375 -1.281 -0.025
C -0.447 3.096 -0.812 -0.122
N 0.026 1.997 -1.425 0.029
C 1.118 -1.139 -4.178 -0.100
C 1.823 -1.086 -5.365 0.017
C 1.882 -2.250 -6.119 -0.033
C 1.247 -3.420 -5.699 -0.032
C 0.536 -3.461 -4.507 0.008
C 0.490 -2.299 -3.761 -0.109
H -2.911 -2.949 2.894 0.114
H -3.755 -4.529 1.130 0.126
H -2.759 -4.372 -1.161 0.132
H -1.182 -1.326 2.287 0.035
H 1.483 3.509 -4.032 0.127
H 0.649 5.546 -2.839 0.126
H -0.682 5.212 -0.737 0.119
H -0.999 2.944 0.096 0.075
H 2.304 -0.172 -5.688 0.125
H 2.429 -2.251 -7.053 0.118
H 1.307 -4.306 -6.317 0.118
H 0.040 -4.363 -4.173 0.124
C -5.452 -0.763 -1.984 -0.044
C -4.174 -0.821 -2.517 -0.046
C -3.095 -0.384 -1.768 -0.035
C -3.292 0.111 -0.486 -0.243
C -4.579 0.177 0.051 -0.011
C -5.651 -0.262 -0.701 -0.049
N -2.149 0.566 0.246 0.024
N -2.434 1.282 1.206 0.106
C -1.361 1.828 1.929 -0.356
C -1.703 2.790 2.861 0.026
C -0.691 3.443 3.545 -0.007
C 0.619 3.086 3.281 -0.004
C 0.871 2.099 2.342 -0.171
N -0.101 1.472 1.673 -0.037
H -6.299 -1.093 -2.572 0.119
H -4.018 -1.202 -3.517 0.118
H -2.107 -0.364 -2.190 0.078
H -4.722 0.562 1.051 0.111
H -6.649 -0.215 -0.287 0.117
H -2.749 3.020 3.008 0.130
H -0.923 4.221 4.260 0.128
H 1.447 3.564 3.786 0.124
H 1.880 1.798 2.109 0.062
S 1.467 -0.858 2.622 0.797
C 0.621 -1.242 4.026 -0.718
N 1.306 -1.930 4.993 0.092
C 0.771 -2.264 6.183 -0.015
C -0.514 -1.916 6.455 -0.010
C -1.194 -1.228 5.442 -0.069
N -0.661 -0.902 4.278 0.068
H 2.261 -2.188 4.772 0.150
H 1.404 -2.806 6.872 0.150
H -0.979 -2.160 7.397 0.124
H -2.226 -0.924 5.587 0.129
N 9.808 3.434 -0.350 0.185
C 8.693 3.157 -0.353 -0.166
C 7.299 2.793 -0.346 -0.211
C 6.486 3.191 0.712 -0.008
C 5.161 2.800 0.749 -0.016
C 4.641 2.004 -0.271 -0.232
C 5.451 1.636 -1.350 -0.008
C 6.775 2.029 -1.387 -0.004
C 3.305 1.494 -0.208 -0.036
C 2.187 1.010 -0.158 -0.197
H 6.899 3.807 1.500 0.128
H 4.529 3.108 1.571 0.114
H 5.035 1.039 -2.151 0.122
H 7.409 1.747 -2.216 0.129
C 1.808 -4.044 1.930 -0.208
Si 2.172 -3.607 0.146 0.429
C 3.978 -3.945 -0.201 -0.178
C 1.193 -4.796 -0.912 -0.165
C 2.054 -1.737 -0.219 -0.405
H 1.965 -5.119 2.060 0.045
H 0.777 -3.819 2.221 0.010
H 2.485 -3.522 2.610 -0.001
H 4.233 -4.974 0.069 0.041
H 4.639 -3.277 0.357 0.037
H 4.197 -3.819 -1.265 0.040
H 1.715 -5.758 -0.876 0.050
H 1.137 -4.494 -1.957 0.010
H 0.177 -4.964 -0.551 0.024
H 2.459 -1.592 -1.230 0.020
H 2.798 -1.307 0.457 -0.039
```

Properties
**Kohn-Sham gap**: 6.145 eV
**HOMO level**: -12.9 eV
**Relative energy (zero: lowest compared OMol25 entry of this formula, charge and spin)**: 177.4 kJ/mol
**Total charge**: +2

(2)
# C10H19AuN2O3PS2

A molecular structure, C10H19AuN2O3PS2 (wB97M-V/def2-TZVPD, the OMol25 dataset).

XYZ file:
```
38
Properties=species:S:1:pos:R:3:lowdin_charge:R:1
Au 0.117 1.315 -0.132 0.886
C 2.585 1.533 0.905 -0.084
C 1.605 2.575 0.717 -0.327
C 2.056 3.706 0.006 -0.021
C 3.397 3.909 -0.290 -0.007
C 4.356 2.964 0.074 0.050
C 3.927 1.753 0.663 -0.014
H 2.297 0.614 1.408 0.113
H 0.910 2.756 1.577 0.049
H 1.265 4.446 -0.217 0.144
H 3.709 4.889 -0.576 0.128
H 5.458 3.182 0.030 0.164
H 4.639 0.932 0.811 0.138
C -3.136 -0.251 3.381 0.002
O -2.134 0.814 3.730 -0.167
C -1.752 1.691 2.761 -1.165
S -0.951 3.066 3.331 1.029
S -2.121 1.515 1.105 0.724
H -4.070 0.213 2.946 0.123
H -3.310 -0.708 4.373 0.128
H -2.652 -0.905 2.657 0.048
N -2.524 -1.948 0.200 0.172
C -2.218 -2.233 -1.308 -0.150
P -0.577 -1.545 -1.600 0.433
O 0.481 -2.179 -0.665 -0.352
O -0.671 -0.026 -1.649 -0.443
C -0.067 -2.205 -3.218 -0.136
N 0.574 -3.576 -2.930 0.160
H -1.753 -2.294 0.742 0.140
H -3.485 -2.309 0.365 0.195
H -2.547 -0.947 0.329 0.046
H -3.038 -1.765 -1.908 0.142
H -2.284 -3.329 -1.452 0.127
H 0.707 -1.624 -3.661 0.113
H -0.868 -2.404 -3.900 0.112
H -0.165 -4.305 -3.039 0.182
H 0.930 -3.549 -1.949 0.133
H 1.312 -3.770 -3.621 0.182
```

Properties
**Kohn-Sham gap (spin up / spin down)**: 8.706 / 5.713 eV
**HOMO level (spin up / spin down)**: -18.5 / -18.6 eV
**2S+1**: 3
**Relative energy (zero: lowest compared OMol25 entry of this formula, charge and spin)**: 0.0 kJ/mol
**Total charge**: +3

(3)
# C4H15N2O

2 unconnected molecules or ions with the total composition C4H15N2O (wB97M-V/def2-TZVPD, the OMol25 dataset).

XYZ file:
```
22
Properties=species:S:1:pos:R:3:lowdin_charge:R:1
C 0.818 1.530 1.415 -0.170
N 0.605 0.507 2.536 -0.009
C -0.173 1.120 0.235 -0.077
N 0.023 -0.397 0.104 0.008
C 1.211 -0.696 -0.777 -0.192
C 0.905 -0.617 -2.275 -0.073
H 0.598 2.510 1.715 0.085
H 1.874 1.571 0.966 0.132
H -0.240 0.521 3.080 0.077
H 1.346 0.511 3.260 0.098
H -1.117 1.275 0.607 0.093
H 0.157 1.552 -0.712 0.130
H 0.310 -0.778 1.055 0.150
H -0.884 -0.870 -0.213 0.161
H 1.516 -1.646 -0.512 0.092
H 2.182 -0.111 -0.478 0.162
H 0.664 -1.576 -2.809 0.101
H 0.175 0.092 -2.675 0.076
H 1.855 -0.193 -2.683 0.092
H -3.247 -1.568 -0.371 0.027
H -3.502 -0.789 -1.584 0.020
O -2.832 -1.162 -1.088 0.018
```

Properties
**Kohn-Sham gap**: 11.310 eV
**HOMO level**: -14.0 eV
**Relative energy (zero: lowest compared OMol25 entry of this formula, charge and spin)**: 163.2 kJ/mol
**Total charge**: +1

(4)
# C15H32InNO2P2

A molecular structure, C15H32InNO2P2 (wB97M-V/def2-TZVPD, the OMol25 dataset).

XYZ file:
```
53
Properties=species:S:1:pos:R:3:lowdin_charge:R:1
In 0.087 0.806 0.596 0.883
P 2.291 -0.594 0.217 0.843
C 2.363 -0.699 -1.640 -0.279
C 1.147 -1.340 -2.230 -0.327
N -0.025 -0.935 -1.727 0.068
C -1.170 -1.291 -2.300 -0.317
C -1.192 -2.220 -3.348 0.003
C 0.006 -2.713 -3.843 -0.008
C 1.202 -2.245 -3.299 0.017
C -2.453 -0.661 -1.779 -0.234
P -2.110 0.875 -0.834 0.834
H 2.181 -2.566 -3.650 0.129
H -2.162 -2.501 -3.751 0.130
H 0.016 -3.435 -4.667 0.134
H -3.111 -0.438 -2.635 0.120
H -2.971 -1.381 -1.122 0.116
H 2.343 0.398 -1.922 0.062
H 3.290 -1.176 -1.973 0.112
H 1.069 2.801 -1.445 0.012
O 1.611 2.025 -1.868 -0.144
H 2.304 2.459 -2.394 0.084
H -0.039 3.170 0.162 0.044
O 0.028 3.660 -0.718 -0.065
H -0.014 4.613 -0.550 0.120
C -2.094 2.118 -2.162 -0.228
H -3.071 2.137 -2.664 0.074
H -1.853 3.100 -1.736 0.036
H -1.320 1.875 -2.900 0.070
C -3.645 1.162 0.094 -0.218
H -3.549 2.091 0.674 0.064
H -4.502 1.254 -0.587 0.077
H -3.826 0.330 0.790 0.061
C 2.402 -2.349 0.720 -0.209
H 3.373 -2.779 0.426 0.078
H 2.302 -2.404 1.814 0.056
H 1.598 -2.936 0.255 0.064
C 3.938 0.082 0.601 -0.225
H 3.950 0.329 1.670 0.056
H 4.732 -0.648 0.392 0.072
H 4.126 0.992 0.016 0.062
C -1.481 -0.559 4.602 -0.070
C -0.745 0.285 3.561 -0.551
C 0.640 0.693 4.075 -0.084
C -0.666 -0.488 2.249 -0.258
H -0.932 -1.486 4.807 0.095
H -2.483 -0.827 4.252 0.084
H -1.586 -0.009 5.540 0.092
H -1.339 1.198 3.380 0.121
H 1.256 -0.192 4.289 0.095
H 1.183 1.322 3.355 0.050
H 0.530 1.269 5.004 0.097
H 0.021 -1.339 2.300 0.053
H -1.648 -0.832 1.905 0.051
```

Properties
**Kohn-Sham gap (spin up / spin down)**: 5.955 / 5.956 eV
**HOMO level (spin up / spin down)**: -14.7 / -14.7 eV
**Relative energy (zero: lowest compared OMol25 entry of this formula, charge and spin)**: 0.0 kJ/mol
**Total charge**: +2

(5)
# C4H8O2

C4H8O2 in the gas phase (wB97M-V/def2-TZVPD, the OMol25 dataset).

XYZ file:
```
14
Properties=species:S:1:pos:R:3:lowdin_charge:R:1
C 1.410 0.943 1.203 -0.001
C 0.187 0.454 0.481 -0.467
O 0.269 0.662 -0.908 -0.061
C -0.771 -0.155 -1.410 -0.159
C -0.867 -1.314 -0.384 -0.156
O 0.041 -0.937 0.634 -0.066
H 1.336 0.654 2.255 0.089
H 1.478 2.032 1.136 0.087
H 2.305 0.492 0.767 0.092
H -0.730 0.950 0.856 0.159
H -1.706 0.424 -1.451 0.121
H -0.510 -0.515 -2.405 0.122
H -0.554 -2.284 -0.783 0.121
H -1.889 -1.406 0.008 0.119
```

Properties
**Kohn-Sham gap**: 11.317 eV
**HOMO level**: -10.2 eV
**Relative energy (zero: lowest compared OMol25 entry of this formula, charge and spin)**: 115.3 kJ/mol

(6)
# C5H11NO

C5H11NO in the gas phase (wB97M-V/def2-TZVPD, the OMol25 dataset).

XYZ file:
```
18
Properties=species:S:1:pos:R:3:lowdin_charge:R:1
O -1.552 0.170 -2.328 -0.079
C -0.178 0.246 -1.949 -0.206
C 0.079 0.614 -0.462 -0.323
C -1.002 0.230 0.592 -0.111
C -0.257 -0.633 1.621 -0.160
C 1.229 -0.357 1.425 -0.229
N 1.328 0.105 0.057 -0.048
H -1.852 -0.712 -2.088 0.077
H 0.287 -0.697 -2.241 0.116
H 0.259 1.092 -2.475 0.111
H 0.220 1.703 -0.502 0.128
H -1.559 1.077 0.969 0.109
H -1.671 -0.318 -0.074 0.087
H -0.495 -1.643 1.290 0.107
H -0.494 -0.447 2.664 0.105
H 1.837 -1.226 1.661 0.105
H 1.571 0.434 2.072 0.097
H 2.251 0.362 -0.232 0.113
```

Properties
**Kohn-Sham gap**: 9.045 eV
**HOMO level**: -8.1 eV
**Relative energy (zero: lowest compared OMol25 entry of this formula, charge and spin)**: 179.2 kJ/mol